Record 1
Molecular formula: C34H35AsBr2CrN3O4PS
Method: DFT, the ωB97M-V functional and the def2-TZVPD basis

Each line ends with the Mulliken spin population.
CARTESIAN COORDINATES (ANGSTROEM)
Cr (0.560, -0.936, 0.367)  3.139
O (3.901, 0.423, 2.293)  0.011
C (3.017, 0.340, 1.473)  0.002
O (2.100, -0.595, 1.499)  -0.006
C (2.952, 1.320, 0.295)  0.013
P (1.311, 1.296, -0.520)  -0.077
C (0.545, 2.830, 0.070)  -0.001
C (0.718, 3.217, 1.399)  0.005
C (0.143, 4.388, 1.865)  0.001
C (-0.607, 5.185, 1.010)  -0.003
C (-0.780, 4.807, -0.313)  0.002
C (-0.211, 3.630, -0.782)  -0.005
C (1.582, 1.520, -2.288)  -0.011
C (1.052, 0.573, -3.161)  0.000
C (1.263, 0.695, -4.528)  0.002
C (2.002, 1.759, -5.022)  0.000
C (2.531, 2.709, -4.154)  0.000
C (2.321, 2.593, -2.792)  -0.001
H (3.691, 0.998, -0.440)  0.000
H (3.258, 2.312, 0.628)  -0.002
H (1.305, 2.609, 2.077)  0.000
H (0.294, 4.685, 2.895)  0.000
H (-1.045, 6.106, 1.371)  0.000
H (-1.351, 5.434, -0.985)  0.000
H (-0.339, 3.346, -1.819)  0.000
H (0.465, -0.249, -2.768)  0.005
H (0.847, -0.039, -5.205)  0.000
H (2.167, 1.853, -6.087)  0.000
H (3.105, 3.539, -4.544)  0.000
H (2.727, 3.337, -2.117)  0.000
C (3.867, -2.005, -0.706)  0.015
C (2.708, -2.838, -1.150)  0.026
C (2.948, -4.110, -1.719)  -0.008
C (1.915, -4.870, -2.178)  0.007
C (0.596, -4.369, -2.105)  -0.010
C (-0.560, -5.036, -2.582)  0.009
Br (-0.413, -6.748, -3.370)  0.000
C (-1.789, -4.452, -2.484)  -0.005
C (-1.927, -3.181, -1.898)  0.008
Br (-3.638, -2.399, -1.786)  0.001
C (-0.846, -2.491, -1.404)  0.004
O (-0.905, -1.290, -0.862)  -0.050
C (0.434, -3.105, -1.515)  0.020
N (1.482, -2.372, -1.020)  -0.059
H (4.762, -2.282, -1.261)  0.001
H (4.076, -2.133, 0.356)  0.001
H (3.662, -0.955, -0.887)  -0.002
H (3.968, -4.458, -1.794)  0.000
H (2.092, -5.843, -2.614)  0.000
H (-2.668, -4.960, -2.853)  0.000
N (-2.662, 0.568, -0.069)  0.002
C (-2.209, 1.000, 1.093)  0.004
S (-0.917, 0.224, 1.925)  -0.061
N (-2.787, 2.038, 1.713)  -0.001
C (-4.012, 2.681, 1.365)  0.000
C (-4.230, 3.199, 0.094)  0.000
C (-5.437, 3.823, -0.192)  0.000
C (-6.408, 3.954, 0.788)  0.000
C (-6.173, 3.457, 2.062)  0.000
C (-4.981, 2.814, 2.351)  0.000
H (-2.294, -0.313, -0.434)  0.004
H (-3.509, 0.955, -0.456)  0.000
H (-2.361, 2.294, 2.591)  0.000
H (-3.451, 3.154, -0.654)  0.000
H (-5.607, 4.223, -1.183)  0.000
H (-7.342, 4.448, 0.562)  0.000
H (-6.925, 3.560, 2.833)  0.000
H (-4.800, 2.406, 3.337)  0.000
C (0.033, -4.513, 3.452)  -0.002
As (0.999, -2.970, 2.869)  0.008
C (2.832, -3.441, 2.596)  0.004
C (0.925, -1.645, 4.246)  0.004
O (0.241, -2.529, 1.429)  0.006
H (0.510, -4.943, 4.331)  0.000
H (0.019, -5.240, 2.642)  -0.001
H (-0.986, -4.216, 3.689)  -0.001
H (3.222, -3.950, 3.476)  0.001
H (3.374, -2.512, 2.432)  0.000
H (2.901, -4.096, 1.728)  0.000
H (1.134, -2.130, 5.200)  0.000
H (-0.066, -1.198, 4.270)  0.000
H (1.678, -0.890, 4.030)  0.001

Values from the calculation:
Highest occupied orbital energy (spin up / spin down): -10.218 / -10.313 eV
Kohn-Sham gap (spin up / spin down): 7.64 / 7.63 eV
Charge: +1
Multiplicity: 4



Record 2
Molecular formula: C34H35AuBrN6P2
Method: DFT, the ωB97M-V functional and the def2-TZVPD basis

Each line ends with the Löwdin charge.
CARTESIAN COORDINATES (ANGSTROEM)
Au (0.890, 2.032, -1.280)  0.694
N (-0.251, -0.724, -0.516)  -0.278
P (1.308, -0.182, -1.245)  0.846
C (1.462, -1.130, -2.741)  -0.391
C (1.501, -0.469, -3.969)  -0.109
C (1.682, -1.200, -5.133)  -0.046
C (1.818, -2.580, -5.067)  -0.027
C (1.784, -3.241, -3.841)  -0.039
C (1.618, -2.520, -2.674)  -0.069
C (2.430, -0.819, -0.013)  -0.395
C (2.124, -1.853, 0.869)  -0.107
C (3.096, -2.312, 1.744)  -0.052
C (4.368, -1.752, 1.730)  -0.035
C (4.675, -0.726, 0.846)  -0.039
C (3.706, -0.250, -0.023)  -0.085
P (-1.678, -0.879, -1.146)  1.096
C (-1.960, -0.905, -2.857)  -0.357
C (-2.403, -2.130, -3.389)  -0.056
C (-2.603, -2.225, -4.754)  -0.019
C (-2.400, -1.112, -5.563)  0.003
C (-1.978, 0.102, -5.025)  -0.028
C (-1.738, 0.214, -3.672)  -0.083
C (-2.958, -1.295, -0.098)  -0.335
C (-4.264, -1.279, -0.648)  -0.040
C (-5.327, -1.615, 0.160)  -0.013
C (-5.101, -1.960, 1.492)  0.026
C (-3.813, -1.970, 2.038)  -0.015
C (-2.733, -1.639, 1.257)  -0.044
H (-0.268, -0.418, 0.552)  0.019
H (1.411, 0.610, -4.008)  0.088
H (1.736, -0.694, -6.088)  0.123
H (1.974, -3.148, -5.975)  0.126
H (1.913, -4.314, -3.801)  0.123
H (1.638, -3.027, -1.716)  0.109
H (1.143, -2.315, 0.875)  0.098
H (2.865, -3.117, 2.429)  0.120
H (5.124, -2.120, 2.410)  0.125
H (5.667, -0.294, 0.834)  0.124
H (3.947, 0.558, -0.705)  0.106
H (-2.586, -2.989, -2.754)  0.126
H (-2.933, -3.161, -5.183)  0.132
H (-2.580, -1.188, -6.627)  0.134
H (-1.842, 0.960, -5.669)  0.130
H (-1.408, 1.152, -3.244)  0.075
H (-4.424, -1.007, -1.682)  0.121
H (-6.332, -1.612, -0.237)  0.134
H (-5.943, -2.229, 2.117)  0.138
H (-3.664, -2.248, 3.072)  0.132
H (-1.736, -1.658, 1.677)  0.091
C (1.067, -1.346, 5.677)  -0.067
C (1.367, 0.141, 5.833)  -0.400
C (2.716, 0.514, 5.224)  -0.062
C (0.241, 1.028, 5.293)  -0.077
N (0.199, 1.063, 3.819)  -0.070
C (0.703, 1.980, 2.981)  -0.090
N (0.529, 1.565, 1.748)  0.046
N (-0.093, 0.387, 1.872)  -0.082
N (-0.298, 0.068, 3.100)  0.123
H (1.865, -1.936, 6.128)  0.091
H (0.998, -1.632, 4.625)  0.055
H (0.133, -1.619, 6.169)  0.086
H (1.398, 0.374, 6.901)  0.149
H (2.770, 0.227, 4.169)  0.067
H (3.517, -0.012, 5.741)  0.093
H (2.922, 1.583, 5.306)  0.086
H (0.383, 2.062, 5.606)  0.137
H (-0.739, 0.694, 5.630)  0.136
H (1.187, 2.890, 3.294)  0.150
Br (-2.268, 2.504, -0.496)  0.775
C (-1.266, 4.089, -0.863)  -0.703
C (-1.920, 5.298, -0.776)  -0.074
C (-1.182, 6.448, -1.030)  0.005
C (0.159, 6.339, -1.359)  -0.007
C (0.728, 5.085, -1.428)  -0.098
N (0.025, 3.962, -1.179)  -0.153
H (-2.968, 5.342, -0.522)  0.119
H (-1.660, 7.417, -0.971)  0.137
H (0.762, 7.212, -1.566)  0.132
H (1.767, 4.948, -1.690)  0.121

Values from the calculation:
Highest occupied orbital energy: -16.632 eV
Kohn-Sham gap: 6.29 eV
Charge: +3



Record 3
Molecular formula: C34H35BN8SbY
Method: DFT, the ωB97M-V functional and the def2-TZVPD basis

Each line ends with the Mulliken spin population.
CARTESIAN COORDINATES (ANGSTROEM)
Y (-0.074, -0.067, 0.269)  0.000
C (-1.748, -3.269, 0.254)  0.000
C (-1.474, -2.759, -1.122)  0.000
C (-1.772, -3.320, -2.356)  -0.001
C (-1.312, -2.411, -3.288)  0.000
N (-0.765, -1.360, -2.653)  0.000
N (-0.865, -1.574, -1.299)  -0.001
B (-0.044, -0.064, -3.082)  -0.043
N (-0.821, 1.175, -2.561)  0.000
C (-1.597, 2.053, -3.223)  -0.003
C (-2.169, 2.929, -2.325)  0.000
C (-1.709, 2.521, -1.077)  0.000
C (-1.991, 3.079, 0.279)  0.000
N (-0.899, 1.459, -1.225)  0.002
N (1.413, -0.079, -2.544)  0.000
C (2.568, -0.314, -3.193)  -0.003
C (3.604, -0.360, -2.285)  0.000
C (3.008, -0.155, -1.045)  0.000
C (3.624, -0.101, 0.314)  0.000
N (1.685, 0.010, -1.206)  0.002
N (0.079, 0.128, -4.637)  0.262
C (0.717, 1.251, -5.246)  0.114
C (0.647, 1.080, -6.585)  0.018
C (-0.031, -0.142, -6.780)  0.258
C (-0.404, -0.861, -7.991)  -0.002
N (-0.359, -0.689, -5.517)  0.314
H (-1.880, -4.349, 0.246)  0.000
H (-0.919, -3.069, 0.944)  0.000
H (-2.661, -2.837, 0.666)  0.000
H (-2.256, -4.261, -2.552)  0.000
H (-1.337, -2.457, -4.361)  -0.001
H (-1.713, 2.006, -4.294)  0.001
H (-2.830, 3.749, -2.545)  0.000
H (-2.675, 3.922, 0.211)  0.000
H (-2.473, 2.342, 0.929)  0.000
H (-1.081, 3.440, 0.764)  0.000
H (2.596, -0.449, -4.262)  0.002
H (4.648, -0.520, -2.494)  0.000
H (4.690, -0.309, 0.260)  0.000
H (3.512, 0.890, 0.760)  0.000
H (3.196, -0.848, 0.992)  0.000
H (1.143, 2.031, -4.636)  -0.004
H (1.026, 1.734, -7.353)  0.001
H (-0.099, -0.338, -8.892)  -0.002
H (0.036, -1.865, -7.971)  0.043
H (-1.489, -1.026, -8.000)  0.042
C (0.034, 4.532, 5.274)  0.000
C (1.050, 4.140, 4.412)  0.000
C (1.044, 2.864, 3.869)  0.000
C (0.023, 1.973, 4.202)  0.000
C (-1.001, 2.369, 5.056)  0.000
C (-0.990, 3.651, 5.592)  0.000
Sb (0.010, 0.037, 3.398)  0.000
C (1.660, -0.990, 4.189)  0.000
C (1.516, -2.299, 4.641)  0.000
C (2.616, -2.973, 5.155)  0.000
C (3.852, -2.346, 5.215)  0.000
C (3.997, -1.042, 4.759)  0.000
C (2.904, -0.362, 4.242)  0.000
C (-1.663, -0.881, 4.242)  0.000
C (-2.788, -1.137, 3.461)  0.000
C (-3.919, -1.709, 4.024)  0.000
C (-3.922, -2.030, 5.375)  0.000
C (-2.805, -1.777, 6.159)  0.000
C (-1.674, -1.201, 5.598)  0.000
H (0.041, 5.526, 5.699)  0.000
H (1.850, 4.827, 4.169)  0.000
H (1.850, 2.574, 3.202)  0.000
H (-1.801, 1.688, 5.320)  0.000
H (-1.777, 3.958, 6.267)  0.000
H (0.552, -2.795, 4.614)  0.000
H (2.503, -3.984, 5.522)  0.000
H (4.703, -2.871, 5.625)  0.000
H (4.958, -0.549, 4.824)  0.000
H (3.028, 0.666, 3.921)  0.000
H (-2.806, -0.875, 2.403)  0.000
H (-4.795, -1.899, 3.419)  0.000
H (-4.802, -2.477, 5.819)  0.000
H (-2.814, -2.026, 7.212)  0.000
H (-0.809, -1.007, 6.223)  0.000

Values from the calculation:
Highest occupied orbital energy (spin up / spin down): -15.730 / -15.730 eV
Kohn-Sham gap (spin up / spin down): 7.30 / 4.21 eV
Charge: +3
Multiplicity: 2



Taking the records one at a time from the top gives energy relative to the best compared isomer or geometry (same formula, charge and spin) values of 2.66, 26.36, 0.00 kcal/mol.
Taking the records one at a time from the top gives E_tot values of -297956.14940, -137054.42617, -55981.80174 eV.